Density functional theory data (ωB97M-V/def2-TZVPD) for the molecule C7H8.

```
15
Properties=species:S:1:pos:R:3:forces:R:3
C 0.793 0.058 -0.446 -0.7498 -0.3880 -0.5909
C -0.407 -0.371 -0.608 -2.4515 0.0574 0.2706
C 2.125 0.036 -0.030 2.8857 0.2754 0.6695
C 3.283 -0.506 0.401 -0.1336 0.7227 -0.3828
C 1.571 1.302 -0.589 1.1496 3.3745 -0.3339
C -1.733 -0.480 -0.652 1.4096 -1.4373 -1.8357
C -2.659 -0.058 0.417 -0.2184 0.0104 0.6497
H 4.299 -0.004 0.322 -1.7179 -0.2707 0.1836
H 3.313 -1.484 0.857 -0.1070 -0.2808 -0.2503
H 1.227 2.048 0.230 0.7887 -1.0850 -1.4088
H 2.025 1.907 -1.533 -1.3547 -2.0082 1.9830
H -2.177 -1.124 -1.455 0.5152 0.8812 0.4249
H -3.445 -0.812 0.515 -0.0269 0.2039 0.1085
H -3.133 0.932 0.288 0.3428 -0.4290 -0.0896
H -2.049 -0.081 1.310 -0.3318 0.3733 0.6022
```
Positions in Å, forces in eV/Å.

Values from the calculation:
relative energy (zero: lowest compared OMol25 entry of this formula, charge and spin): 473.48 kJ/mol
gap between HOMO and LUMO: 9.285 eV
HOMO energy: -8.79 eV

Atomic partial charges in e from the natural (NBO) method, atoms 1 to 2: C -0.1465; C 0.1269